# 1
# C21H36CrP2

C21H36CrP2 as an isolated structure (ωB97M-V/def2-TZVPD, OMol25).

Values from the calculation:
Lowest unoccupied orbital energy (alpha / beta) in eV: 0.4 / 0.3
Molecular weight in Da: 402.5
Electronic energy in Eh: -2548.42888
Multiplicity: 5
E_HOMO (alpha / beta) in eV: -3.5 / -4.4
Max |F| in eV/Å: 5.0

```
60
Properties=species:S:1:pos:R:3:forces:R:3
P 1.533222 0.752564 2.015532 -1.95 1.17 -3.52
P -1.467328 -1.673294 -0.264358 0.73 0.56 0.20
C 0.799016 0.596263 0.211023 0.74 2.83 -0.93
C -0.703038 0.168881 -0.284281 -1.01 -0.13 -1.45
H 1.544435 0.316100 -0.557214 -0.46 0.32 0.41
H 0.654715 1.675540 0.208069 0.21 -0.65 -0.66
H -1.431102 0.967567 -0.019706 0.56 -0.60 -0.28
H -0.620571 0.053316 -1.368588 0.10 0.65 0.93
C -0.520569 -2.499609 -1.593993 -0.57 -0.07 -0.63
H -0.800814 -3.549423 -1.416509 0.33 0.14 -0.45
H 0.573424 -2.403034 -1.439340 -0.70 0.09 0.06
H -0.785130 -2.183322 -2.617488 0.16 -0.30 0.28
C -3.237960 -1.424863 -0.409778 -0.63 -0.08 -0.68
H -3.565655 -1.289384 -1.445650 -0.29 0.02 0.12
H -3.572429 -0.580727 0.215209 0.27 -0.27 -0.25
H -3.631689 -2.355982 0.019401 -0.38 0.29 -0.20
C 3.331905 0.836917 1.881943 0.14 -0.24 0.64
H 3.697108 0.559247 2.883200 0.44 0.09 -0.24
H 3.723325 1.825805 1.610232 -0.22 -0.18 0.06
H 3.712175 0.097450 1.160684 -0.31 0.21 0.25
C 0.677492 2.224156 2.681354 0.74 0.69 -0.21
H -0.410788 2.159337 2.521978 0.48 -0.29 -0.04
H 1.031625 3.181570 2.266289 -0.07 0.01 0.31
H 0.864595 2.199830 3.765120 -0.20 0.21 -0.22
Cr 0.077635 -0.942315 1.179662 -0.12 -2.93 4.00
C -0.910012 1.810978 -2.612751 0.51 -0.24 -1.57
C -0.036523 0.943165 -3.184108 -1.64 1.19 -0.31
C 1.171655 1.410821 -3.906700 0.95 0.36 -0.11
C 2.005186 2.490696 -3.139232 0.24 -0.25 -0.50
C 1.914211 2.505013 -1.635794 -0.20 1.71 0.22
C 1.071538 3.345760 -0.989371 1.52 -0.08 -0.80
C 0.014796 4.115217 -1.700986 -0.66 0.16 -0.53
C -0.781286 3.309043 -2.783199 -0.38 0.40 0.12
C 0.978249 -1.024491 3.066350 -0.11 -2.37 1.60
H -1.857139 1.496653 -2.168146 0.47 -0.18 -0.07
H -0.243608 -0.122717 -3.298850 -0.08 0.23 0.48
H 0.947006 1.869510 -4.886794 -0.19 -0.35 0.23
H 1.813096 0.548611 -4.119189 -0.07 0.11 0.03
H 3.057921 2.313861 -3.408051 -0.22 0.14 0.10
H 1.754956 3.477356 -3.561263 0.08 -0.27 0.37
H 2.680005 1.930409 -1.112850 -0.26 0.28 0.07
H 1.178500 3.613099 0.067062 0.03 -0.62 -0.21
H 0.416819 4.989097 -2.243888 0.05 -0.14 0.39
H -0.697435 4.509506 -0.963975 0.18 -0.06 -0.13
H -1.805377 3.717268 -2.765839 0.30 -0.11 -0.14
H -0.377561 3.568240 -3.775220 -0.11 -0.32 0.29
H 0.020519 -1.339925 3.507535 -0.06 -0.02 0.15
H 1.416756 -0.324118 3.757997 0.15 -0.67 1.06
H 1.604504 -1.907489 2.965400 0.27 -0.43 0.42
C -1.996709 -5.161215 2.997572 0.32 0.11 -0.25
C -0.710005 -5.171382 2.443037 -0.28 -0.01 -0.23
C -0.180328 -4.022617 1.830553 -0.53 -1.02 -0.08
C -0.946261 -2.855134 1.693658 1.79 1.07 2.07
C -2.157927 -2.797332 2.416750 -0.05 -1.43 -0.03
C -2.697668 -3.953477 3.007727 0.01 0.60 -0.22
H -2.442321 -6.068018 3.417821 0.24 0.35 -0.09
H -0.139811 -6.099218 2.483564 0.05 0.19 0.00
H 0.840295 -4.053897 1.439780 -0.19 -0.08 0.12
H -2.696173 -1.860625 2.489602 -0.26 0.13 -0.03
H -3.683467 -3.915238 3.469007 0.16 0.07 0.07
```
Forces are in eV/Å.

***

# 2
# C41H50BiFN9O6S2Se

C41H50BiFN9O6S2Se as an isolated structure (ωB97M-V/def2-TZVPD, OMol25).

Values from the calculation:
Lowest unoccupied orbital energy in eV: -3.4
Molecular weight in Da: 1136.0
Electronic energy in Eh: -6048.67238
Multiplicity: 1
E_HOMO in eV: -9.4
Max |F| in eV/Å: 0.4
Net charge: +1

```
111
Properties=species:S:1:pos:R:3:forces:R:3
Bi 1.182132 1.674506 0.150260 -0.28 0.05 0.01
C -2.394833 1.400562 2.296691 -0.07 0.01 0.01
C -2.758077 2.867484 2.030197 -0.05 0.04 0.03
N -1.707878 3.580921 1.341562 0.09 -0.12 0.01
C -2.144534 4.614003 0.445334 -0.05 0.17 0.03
C -2.796829 4.072684 -0.836615 -0.06 -0.05 -0.01
S -2.089510 2.555684 -1.534011 0.13 -0.13 -0.04
C -3.095305 1.254606 -0.757574 -0.09 0.04 -0.03
C -2.359678 0.242306 0.115254 -0.11 -0.11 0.01
N -1.624349 0.794063 1.228777 0.26 -0.19 -0.10
H -1.794078 1.349126 3.201575 0.09 0.01 0.09
H -3.324664 0.840913 2.496939 0.03 0.02 0.03
H -3.661702 2.915812 1.418461 0.04 0.03 0.02
H -3.029281 3.325850 2.993952 -0.01 -0.02 -0.04
H -0.953042 3.872026 1.948132 -0.01 0.10 0.10
H -2.885250 5.298665 0.896086 0.09 0.03 0.00
H -1.278854 5.225628 0.186424 0.01 -0.03 -0.01
H -3.862676 3.888856 -0.692748 0.00 -0.01 0.00
H -2.724020 4.823523 -1.624037 -0.01 0.02 0.00
H -3.892767 1.737867 -0.197466 -0.03 0.00 -0.01
H -3.579849 0.694953 -1.560799 0.00 0.02 0.00
H -3.129810 -0.482098 0.446849 0.05 0.02 -0.02
H -1.649856 -0.306434 -0.506860 0.03 -0.03 -0.02
H -0.984264 0.105236 1.600690 -0.08 -0.09 0.06
C 2.216133 -3.527900 -6.195913 0.03 0.00 -0.02
C 1.073918 -2.530055 -6.105773 -0.08 0.05 -0.09
N 0.870316 -2.021568 -4.748311 0.05 0.00 0.09
C 1.320311 -0.784028 -4.438487 0.06 -0.03 0.01
C 1.297045 -0.220091 -3.202466 0.09 -0.02 0.10
C 1.831264 1.201195 -3.093951 -0.03 -0.03 -0.15
O 2.666484 1.551765 -3.909773 -0.01 0.02 -0.12
O 1.293545 1.917811 -2.181465 -0.05 0.04 0.15
C 0.834877 -0.993431 -2.093184 0.02 0.07 -0.02
O 0.838828 -0.638537 -0.902074 -0.03 0.04 0.03
C 0.338492 -2.339089 -2.430206 -0.05 0.00 -0.01
C -0.174273 -3.140643 -1.404445 -0.01 -0.05 -0.03
C -0.663623 -4.378427 -1.698788 0.07 -0.02 -0.02
F -1.110053 -5.184402 -0.705314 0.00 0.02 -0.03
C -0.703872 -4.865725 -3.012270 0.00 0.08 0.10
C -0.194468 -4.083883 -4.024355 0.01 0.08 0.08
C 0.354168 -2.818866 -3.746982 -0.12 -0.03 0.00
N -1.228548 -6.157714 -3.327788 0.04 -0.02 -0.17
C -2.510497 -6.513096 -2.750831 -0.09 0.03 0.04
C -3.102430 -7.661334 -3.543209 0.01 -0.05 -0.04
N -2.140679 -8.820930 -3.469418 0.00 -0.06 0.10
C -0.779576 -8.443871 -3.995539 -0.05 -0.01 -0.03
C -0.274571 -7.245107 -3.214759 0.06 -0.06 0.07
H 2.387363 -3.795313 -7.237296 0.01 -0.02 -0.03
H 2.009374 -4.441315 -5.639600 0.00 -0.01 0.02
H 3.133786 -3.093642 -5.800917 0.01 0.03 -0.01
H 0.134656 -2.947093 -6.474362 0.03 -0.02 0.00
H 1.287659 -1.660891 -6.725074 -0.01 -0.03 -0.01
H 1.744611 -0.213871 -5.255107 0.01 0.04 0.01
H -0.158263 -2.770218 -0.388931 -0.01 0.03 0.04
H -0.249781 -4.459561 -5.033703 0.01 -0.05 -0.05
H -3.188584 -5.661765 -2.803514 0.01 -0.02 -0.02
H -2.434972 -6.804133 -1.692094 -0.02 0.01 -0.01
H -3.202910 -7.412610 -4.598730 -0.03 0.02 0.04
H -4.055421 -8.001507 -3.143068 -0.01 0.04 0.01
H -2.509539 -9.629756 -3.973167 0.03 0.07 0.01
H -2.046746 -9.100401 -2.487544 -0.01 -0.01 -0.08
H -0.919585 -8.196675 -5.047167 0.05 -0.01 0.02
H -0.134619 -9.314938 -3.896866 0.03 0.03 0.01
H 0.684724 -6.940426 -3.631453 -0.02 0.00 -0.01
H -0.098315 -7.532496 -2.163459 0.01 0.00 -0.02
C -3.075050 1.166778 7.541655 0.00 0.00 0.00
C -1.973836 1.621385 6.626450 0.02 0.01 -0.01
C -0.984580 0.736919 6.204216 0.01 0.01 -0.02
C 0.016646 1.141138 5.336468 0.03 -0.06 0.03
C 0.037922 2.449022 4.873201 -0.08 0.01 -0.07
C -0.930154 3.348779 5.292761 -0.06 -0.03 -0.02
C -1.924682 2.931697 6.163923 -0.01 0.00 0.01
S 1.289026 3.040943 3.755321 0.04 0.21 0.04
O 0.707165 4.199695 3.115055 0.01 -0.06 -0.03
O 2.483945 3.236858 4.538081 0.02 0.00 -0.04
N 1.466015 1.938311 2.619935 -0.01 -0.02 0.30
C 2.139014 0.750674 2.802882 -0.10 0.20 -0.06
C 3.047642 0.404869 3.812913 0.05 -0.12 0.07
C 3.636280 -0.837808 3.753258 -0.01 0.02 -0.01
C 3.350835 -1.710803 2.702261 -0.02 -0.01 -0.02
C 2.469688 -1.280915 1.736925 0.04 -0.06 0.03
N 1.862157 -0.098282 1.802125 -0.03 -0.02 -0.05
H -2.745146 0.348267 8.178659 0.01 -0.03 0.02
H -3.932988 0.814262 6.967017 -0.03 -0.01 -0.02
H -3.418219 1.979694 8.178973 -0.01 0.02 0.02
H -0.994818 -0.284876 6.562950 0.00 -0.03 0.01
H 0.771751 0.430252 5.029089 0.00 0.02 -0.01
H -0.907204 4.365611 4.927690 0.02 0.03 -0.02
H -2.676313 3.640080 6.490225 -0.02 0.02 0.00
H 3.285451 1.113784 4.590598 0.00 0.00 0.00
H 4.343356 -1.126055 4.519885 0.02 -0.01 0.02
H 3.818403 -2.680937 2.628493 0.02 -0.03 0.00
H 2.227869 -1.881634 0.869331 0.00 -0.03 -0.03
C 4.083325 2.190387 -0.797197 0.02 0.04 -0.09
O 3.227147 1.488239 0.078123 -0.01 -0.07 0.13
H 5.021358 2.380401 -0.270910 0.05 0.01 -0.02
H 3.669878 3.148732 -1.120878 0.03 -0.01 -0.01
H 4.288878 1.602548 -1.694989 0.05 0.02 -0.01
Se 0.717271 4.626751 -1.836975 0.00 0.08 -0.08
N 1.599915 4.164351 -0.345022 -0.07 -0.04 -0.37
C 1.972976 5.278485 0.260458 0.05 -0.08 0.22
C 2.818424 5.338576 1.412034 -0.06 0.08 -0.02
C 3.133916 6.554771 1.910372 -0.04 0.03 -0.03
C 2.637609 7.770970 1.323639 0.02 -0.07 0.02
C 1.852924 7.759172 0.223119 0.00 -0.03 -0.02
C 1.510007 6.496335 -0.359103 -0.04 0.08 -0.10
N 0.804654 6.345441 -1.468271 0.15 0.03 0.12
H 3.190808 4.427094 1.853741 0.00 -0.07 0.01
H 3.772611 6.619863 2.780515 0.01 0.02 0.02
H 2.917507 8.713122 1.774332 0.01 0.02 0.01
H 1.493363 8.664851 -0.243046 -0.02 0.02 -0.01
```
Forces are in eV/Å.

***

# 3
# C6H10NO2

An isolated ion of composition C6H10NO2 and charge +1 (ωB97M-V/def2-TZVPD, OMol25).

Values from the calculation:
Lowest unoccupied orbital energy in eV: -4.8
Molecular weight in Da: 128.2
Electronic energy in Eh: -439.43996
Multiplicity: 1
E_HOMO in eV: -12.0
Max |F| in eV/Å: 4.7
Net charge: +1

```
19
Properties=species:S:1:pos:R:3:forces:R:3
C -3.626426 0.114689 -0.015552 -1.29 -2.10 -0.26
C -0.759609 -2.124114 0.053778 0.99 0.93 -0.80
C 0.418112 -1.459333 -0.117506 -1.42 1.65 1.20
C -0.597962 0.585319 0.806883 1.02 2.65 -2.46
C -1.417917 1.214438 -0.302276 -0.26 2.65 -0.15
C 1.602707 0.665716 -0.244938 3.26 -2.50 2.23
N 0.478772 -0.111120 0.199841 0.52 1.42 -0.13
O -4.300416 -0.810787 -0.072565 0.91 1.48 0.13
O -2.942714 1.085451 0.050222 -0.73 0.14 -0.09
H -0.645245 -3.154068 0.064741 -0.35 -1.91 -0.27
H -1.813619 -1.740433 0.076774 1.54 -0.14 0.28
H 1.470618 -1.701412 -0.353484 -1.04 -1.29 0.06
H -0.402569 1.471158 1.375537 1.32 -0.05 1.10
H -1.162658 -0.062955 1.333900 -1.99 -2.17 1.98
H -1.502087 2.314920 -0.633535 0.79 -1.40 1.51
H -1.162861 0.747965 -1.182194 -0.48 -1.78 -2.27
H 1.861083 0.638419 -1.244549 -0.04 -0.78 -2.50
H 1.552374 1.675506 -0.096760 -0.70 2.62 1.13
H 2.615413 0.327402 0.275608 -2.03 0.56 -0.70
```
Forces are in eV/Å.

***

Relative energy (zero: lowest compared OMol25 entry of this formula, charge and spin) list, top to bottom, in eV: 10.003 1.158 3.376